Record 1
This record from the OMol25 dataset describes a cluster of 4 separate species, C4H7ClNO2 in total at a distorted geometry. The level of theory is ωB97M-V/def2-TZVPD.

The geometry in XYZ format:
```
15
C4H7ClNO2 | the OMol25 dataset | ωB97M-V/def2-TZVPD
Cl -2.2884 -0.4542 0.8110
O -4.3610 1.4942 0.3834
O -4.7747 -0.5369 -0.5852
N 3.8827 0.2302 0.8157
C 1.1841 -1.4460 0.0851
C 1.6315 -0.0611 -0.1223
C 0.7648 1.0399 -0.4307
C -4.3702 0.4178 -0.0730
H 1.2401 1.7440 -1.0355
H -0.1682 0.6760 -1.0383
H 1.8575 -2.3295 0.4749
H 4.0874 1.0857 0.3638
H 0.4952 1.3938 0.5188
H 0.1575 -1.4345 0.5769
H 0.6616 -1.8195 -0.7446
```

Results
- molar mass (g mol⁻¹) = 136.6
- highest occupied orbital energy (alpha / beta) (eV) = -4.19 / -4.83
- relative energy (zero: lowest compared OMol25 entry of this formula, charge and spin) (kJ/mol) = 248.71
- total charge = -1
- orbital gap (alpha / beta) (eV) = 7.53 / 7.78
- expectation value of S² = 2.21
- 2S+1 = 3

Okay, here come the Mulliken numbers, in e, for every atom:
1 Cl -0.747
2 O -0.439
3 O -0.416
4 N -0.377
5 C -0.845
6 C 0.134
7 C -0.650
8 C 0.680
9 H 0.354
10 H 0.216
11 H 0.249
12 H 0.156
13 H 0.230
14 H 0.139
15 H 0.315

---

Record 2
This record from the OMol25 dataset describes an isolated molecule of C4H7ClO at a distorted geometry. The level of theory is ωB97M-V/def2-TZVPD.

The geometry in XYZ format:
```
13
C4H7ClO | the OMol25 dataset | ωB97M-V/def2-TZVPD
Cl -2.8869 -0.7764 -0.2127
O -0.1224 -0.9301 0.5170
C -0.3609 0.4273 0.0016
C 1.9500 -0.0597 -0.2849
C -1.8387 0.6725 0.4026
C 1.1176 -1.1311 0.1833
H -2.1036 0.6689 1.5005
H 1.6492 -2.0247 0.2996
H 1.7023 1.0233 -0.5970
H 2.7394 -0.8167 -0.7013
H -2.0918 1.4029 -0.2605
H 0.5012 1.2804 0.1805
H -0.2554 0.2632 -1.0287
```

Results
- structure (SMILES) = C=COCCCl
- molar mass (g mol⁻¹) = 106.6
- highest occupied orbital energy (eV) = -8.95
- relative energy (zero: lowest compared OMol25 entry of this formula, charge and spin) (kJ/mol) = 413.34
- orbital gap (eV) = 9.73

Okay, here come the Mulliken numbers, in e, for every atom:
1 Cl -0.223
2 O -0.292
3 C -0.566
4 C -0.691
5 C -0.544
6 C -0.001
7 H 0.322
8 H 0.414
9 H 0.223
10 H 0.223
11 H 0.368
12 H 0.212
13 H 0.555

---

Record 3
This record from the OMol25 dataset describes a cluster of 2 separate species, C4H7ClO2 in total at a distorted geometry. The level of theory is ωB97M-V/def2-TZVPD.

The geometry in XYZ format:
```
14
C4H7ClO2 | the OMol25 dataset | ωB97M-V/def2-TZVPD
Cl 0.8514 2.1426 -1.3247
O -0.4658 -0.4842 -0.9574
O 2.2626 -0.1039 -1.5229
C 0.4719 -1.0565 1.1169
C 1.5563 0.6285 -2.0970
C -1.7164 0.3293 0.8541
C -0.4979 -0.4798 0.2401
H 1.3310 -0.2855 1.0145
H -1.7439 0.3986 1.9699
H 0.9236 -2.0157 0.9956
H -2.6634 -0.1137 0.3851
H -1.5133 1.3418 0.3420
H 0.0284 -1.0280 2.1229
H 1.1755 0.7263 -3.1391
```

Results
- structure (SMILES) = CC(C)=O.O=CCl
- molar mass (g mol⁻¹) = 122.6
- highest occupied orbital energy (eV) = -9.63
- relative energy (zero: lowest compared OMol25 entry of this formula, charge and spin) (kJ/mol) = 73.09
- orbital gap (eV) = 10.49

Okay, here come the Mulliken numbers, in e, for every atom:
1 Cl -0.213
2 O -0.545
3 O -0.327
4 C -0.906
5 C 0.215
6 C -0.777
7 C 0.643
8 H 0.174
9 H 0.346
10 H 0.343
11 H 0.254
12 H 0.166
13 H 0.309
14 H 0.316

---

Record 4
This record from the OMol25 dataset describes an isolated molecule of C4H7ClS at a distorted geometry. The level of theory is ωB97M-V/def2-TZVPD.

The geometry in XYZ format:
```
13
C4H7ClS | the OMol25 dataset | ωB97M-V/def2-TZVPD
Cl 0.4958 1.9569 -0.9757
S -0.8416 -2.0662 -1.5591
C 1.2696 -0.4546 0.3932
C -0.4830 -0.4878 -1.4097
C 0.0492 0.2064 -0.2762
C -0.9732 0.5658 0.8798
H -0.3654 1.2682 1.4943
H -1.3402 -0.3087 1.4771
H 2.1468 -0.6818 -0.2314
H -1.8514 1.0161 0.4282
H -0.7207 0.1102 -2.3396
H 0.8944 -1.3813 0.9309
H 1.7197 0.2568 1.1881
```

Results
- structure (SMILES) = CC(C)(Cl)C=S
- molar mass (g mol⁻¹) = 122.6
- highest occupied orbital energy (eV) = -9.07
- relative energy (zero: lowest compared OMol25 entry of this formula, charge and spin) (kJ/mol) = 52.54
- orbital gap (eV) = 8.48

Okay, here come the Mulliken numbers, in e, for every atom:
1 Cl -0.217
2 S -0.195
3 C -1.163
4 C -0.406
5 C 0.788
6 C -1.121
7 H 0.359
8 H 0.325
9 H 0.351
10 H 0.343
11 H 0.284
12 H 0.330
13 H 0.323

---

Record 5
This record from the OMol25 dataset describes an isolated molecule of C4H7ClS at a distorted geometry. The level of theory is ωB97M-V/def2-TZVPD.

The geometry in XYZ format:
```
13
C4H7ClS | the OMol25 dataset | ωB97M-V/def2-TZVPD
Cl 2.5271 0.3903 0.5821
S -2.1273 2.3211 1.3772
C 1.3841 -0.9116 0.1722
C -1.0337 1.5182 0.3976
C -1.0509 0.0981 -0.0179
C 0.1550 -0.5405 -0.7089
H -0.0717 2.0872 0.0971
H -0.2136 -1.5167 -1.0622
H -1.3049 -0.4722 0.8401
H 1.1537 -1.4378 1.0360
H 1.9244 -1.5347 -0.4723
H -1.8771 0.0005 -0.6494
H 0.5349 -0.0020 -1.5915
```

Results
- structure (SMILES) = S=CCCCCl
- molar mass (g mol⁻¹) = 122.6
- highest occupied orbital energy (eV) = -8.74
- relative energy (zero: lowest compared OMol25 entry of this formula, charge and spin) (kJ/mol) = 60.11
- orbital gap (eV) = 8.44

Okay, here come the Mulliken numbers, in e, for every atom:
1 Cl -0.201
2 S -0.210
3 C -0.562
4 C -0.266
5 C -0.489
6 C -0.658
7 H 0.224
8 H 0.310
9 H 0.347
10 H 0.396
11 H 0.346
12 H 0.402
13 H 0.362

---

Record 6
This record from the OMol25 dataset describes an isolated molecule of C4H7ClS at a distorted geometry. The level of theory is ωB97M-V/def2-TZVPD.

The geometry in XYZ format:
```
13
C4H7ClS | the OMol25 dataset | ωB97M-V/def2-TZVPD
Cl 0.1317 -2.0661 -0.9234
S 0.0664 2.0454 0.3309
C -1.0147 0.6940 -0.0890
C -0.5368 -1.6199 0.6491
C 1.6931 1.2873 -0.0233
C -0.9683 -0.3726 0.9159
H 1.8448 0.3168 0.4789
H -0.6904 0.3144 -1.0197
H 1.9216 1.2016 -1.0998
H -1.9750 1.2341 -0.2185
H 2.4136 1.9844 0.3985
H -1.4585 -0.1450 1.8525
H -0.3969 -2.4410 1.2952
```

Results
- structure (SMILES) = CSC/C=C\Cl
- molar mass (g mol⁻¹) = 122.6
- highest occupied orbital energy (eV) = -8.69
- relative energy (zero: lowest compared OMol25 entry of this formula, charge and spin) (kJ/mol) = 30.58
- orbital gap (eV) = 9.56

Okay, here come the Mulliken numbers, in e, for every atom:
1 Cl -0.190
2 S -0.093
3 C -0.533
4 C -0.378
5 C -0.768
6 C -0.193
7 H 0.243
8 H 0.313
9 H 0.261
10 H 0.288
11 H 0.324
12 H 0.317
13 H 0.408

---

Record 7
This record from the OMol25 dataset describes a structure of composition C4H7CrO2 at a distorted geometry. The level of theory is ωB97M-V/def2-TZVPD.

The geometry in XYZ format:
```
14
C4H7CrO2 | the OMol25 dataset | ωB97M-V/def2-TZVPD
Cr 4.3108 -0.4801 -0.5678
O -3.2160 0.6265 0.2999
O 2.4964 -0.6315 -0.4737
C -2.2444 -0.3394 -0.0185
C 0.2593 -0.4205 0.2279
C -0.8689 0.2384 -0.1025
C 1.5283 0.1047 -0.1987
H -2.2626 -1.1903 0.6805
H 1.5398 1.1530 -0.5487
H -0.7993 1.2448 -0.5304
H 0.2432 -1.3893 0.7320
H -3.1355 0.8693 1.2272
H 4.6475 0.9454 0.2899
H -2.4986 -0.7310 -1.0171
```

Results
- molar mass (g mol⁻¹) = 139.1
- highest occupied orbital energy (alpha / beta) (eV) = -13.95 / -14.27
- relative energy (zero: lowest compared OMol25 entry of this formula, charge and spin) (kJ/mol) = 98.25
- total charge = +1
- orbital gap (alpha / beta) (eV) = 8.72 / 9.18
- expectation value of S² = 6.06
- 2S+1 = 5

Okay, here come the Mulliken numbers, in e, for every atom:
1 Cr 0.967
2 O -0.491
3 O -0.753
4 C -0.502
5 C -0.084
6 C -0.061
7 C 0.002
8 H 0.328
9 H 0.338
10 H 0.295
11 H 0.321
12 H 0.318
13 H 0.033
14 H 0.290

---

Record 8
This record from the OMol25 dataset describes a structure of composition C4H7EuO2 at a distorted geometry. The level of theory is ωB97M-V/def2-TZVPD.

The geometry in XYZ format:
```
14
C4H7EuO2 | the OMol25 dataset | ωB97M-V/def2-TZVPD
Eu 3.4827 -2.2101 -0.5556
O -1.6328 -1.6267 0.8168
O -0.1383 0.7363 0.5343
C -1.4794 0.7023 0.1860
C 0.7577 0.1628 -0.4417
C 2.1266 -0.0264 0.1415
C -2.1757 -0.6090 0.4562
H -1.6344 0.9397 -0.8862
H 0.8796 0.8493 -1.2981
H 2.1367 0.0172 1.2454
H -3.2479 -0.6181 0.1523
H 0.1819 -0.6120 -0.9770
H -2.0241 1.4661 0.7684
H 2.7676 0.8286 -0.1423
```

Results
- molar mass (g mol⁻¹) = 239.1
- highest occupied orbital energy (alpha / beta) (eV) = -11.58 / -11.57
- relative energy (zero: lowest compared OMol25 entry of this formula, charge and spin) (kJ/mol) = 112.26
- total charge = +1
- orbital gap (alpha / beta) (eV) = 6.03 / 6.21
- expectation value of S² = 15.76
- 2S+1 = 8

Okay, here come the Mulliken numbers, in e, for every atom:
1 Eu 1.520
2 O -0.472
3 O -0.378
4 C -0.465
5 C -0.019
6 C -1.523
7 C 0.065
8 H 0.338
9 H 0.296
10 H 0.391
11 H 0.340
12 H 0.244
13 H 0.348
14 H 0.315